(1)
94
Properties=species:S:1:pos:R:3 method="wB97M-V/def2-TZVPD" homo_lumo_gap_ha="0.2225 / 0.2228" homo_energy_ev="-7.810 / -7.813" multiplicity=3 e_above_lowest_kj_mol=231.9 largest_force_ha_per_bohr=0.07453
Ni 0.565 -1.235 0.728
S 4.947 2.154 5.383
S 1.399 -0.621 -1.389
S -1.331 0.124 0.142
P -1.966 -3.761 -0.982
P 0.541 -4.393 0.466
O 4.399 2.340 6.716
O 0.562 -5.531 -0.502
O -1.592 -2.505 -1.647
O 4.615 3.239 4.457
O -3.551 -3.844 -0.779
O -1.208 -2.674 1.430
O 1.047 -4.894 1.906
O 6.330 1.728 5.322
O 1.245 -3.094 0.183
O -1.620 -5.122 -1.678
N 1.227 0.552 1.535
N 1.473 -1.985 2.810
N 1.645 2.807 2.431
N -2.255 0.629 -2.257
N 0.102 0.046 -3.561
C 2.271 2.979 4.805
C -1.228 -3.932 0.713
C -1.972 -4.986 1.526
C 2.858 0.346 5.338
C -4.651 3.217 -2.591
C -3.693 5.409 -2.357
C 0.478 3.686 2.604
C -0.417 -3.763 -5.379
C 2.383 -1.122 3.496
C -0.346 -3.717 -6.767
C 0.081 -2.715 -4.622
C 4.010 0.781 4.709
C -3.493 1.172 -1.689
C 0.653 -1.612 -5.252
C 0.719 -1.567 -6.637
C 1.097 3.932 5.027
C 1.435 1.595 1.987
C 4.380 0.210 3.494
C -1.233 0.233 -1.517
C -0.033 3.633 4.039
C 2.764 3.065 3.374
C -2.601 4.856 -1.697
C 0.071 -0.114 -2.241
C -3.567 2.660 -1.928
C -4.717 4.589 -2.803
C 3.573 -0.737 2.887
C 0.223 -2.621 -7.395
C -2.539 3.489 -1.483
C -2.272 0.434 -3.704
C 2.041 -0.600 4.732
C -0.934 0.786 -4.274
C 1.183 -0.478 -4.407
H -5.568 5.014 -3.319
H 5.301 0.534 3.024
H 1.432 4.966 4.887
H 1.564 0.336 -5.028
H -3.519 0.930 -0.630
H -3.033 -4.748 1.601
H 2.607 0.771 6.301
H -2.059 -2.230 1.309
H -0.739 1.859 -4.191
H 3.591 2.390 3.171
H 1.949 -2.797 2.430
H 1.947 1.953 5.002
H 0.282 -2.582 -8.475
H -0.710 -5.450 -1.359
H 3.843 -1.156 1.923
H -3.896 -4.739 -0.880
H 3.111 4.076 3.149
H -2.517 -0.612 -3.912
H -0.856 -4.619 -4.882
H 1.125 -0.923 5.218
H -3.742 6.477 -2.522
H -3.048 1.074 -4.120
H -5.454 2.577 -2.940
H -4.332 0.665 -2.169
H 1.132 -5.854 1.943
H 0.017 -2.755 -3.540
H 3.108 3.181 5.474
H -1.799 5.493 -1.347
H -0.437 2.634 4.234
H 1.990 -0.810 -3.762
H -1.686 3.061 -0.967
H 0.730 3.856 6.051
H 0.761 -2.333 3.443
H 0.818 4.697 2.364
H 1.167 -0.711 -7.129
H -0.856 4.343 4.150
H -0.734 -4.537 -7.356
H -1.867 -5.969 1.064
H -0.886 0.498 -5.323
H -0.286 3.401 1.880
H -1.550 -5.027 2.529


(2)
130
Properties=species:S:1:pos:R:3 method="wB97M-V/def2-TZVPD" smiles="CCC[C@@](Br)(O[C@@H]([C@H](F)CC)[C@@](CCOCC)(O[C@H](S)CCCCn1cccc1)B(O)OCC)P(O)O.O=C1c2ccccc2C(=O)c2ccccc21.O=C1c2ccccc2C(=O)c2ccccc21" homo_lumo_gap_ha=0.2346 homo_energy_ev=-7.488 largest_force_ha_per_bohr=0.13161
Br 8.712 0.379 -4.997
S 1.894 -1.041 -2.658
P 6.061 1.963 -5.233
F 3.026 0.265 -5.416
O -4.785 1.528 2.754
O -8.152 2.687 9.365
O 3.579 -3.233 -3.428
O -0.478 -0.773 4.915
O 5.412 -4.253 -5.652
O 7.225 -3.756 -3.990
O 4.621 2.628 -4.572
O 6.124 1.856 -6.946
O -12.459 4.988 7.205
O 6.280 -0.835 -4.595
O 4.523 -0.546 -0.699
N -2.479 -1.813 -3.312
C 3.939 -2.306 -7.973
C 8.359 3.250 -2.965
C 6.786 0.487 -4.292
C -10.364 3.416 9.674
C 7.361 -3.350 -7.171
C 6.865 0.926 -2.720
C -10.402 2.967 11.000
C -4.957 0.769 5.441
C -1.457 -0.217 4.429
C 4.760 -2.508 -3.569
C -10.183 4.779 5.595
C -2.962 -1.798 -4.754
C 4.642 -2.004 -0.833
C -1.329 1.212 0.407
C -11.551 3.157 11.769
C -3.807 0.575 4.665
C 4.041 -0.825 -5.682
C -4.195 -0.727 -4.912
C 1.454 -3.912 -2.394
C -2.727 -0.492 6.550
C -0.878 -2.737 -1.451
C -12.662 3.794 11.218
C 4.867 -1.084 -4.331
C -10.223 4.329 6.921
C -0.232 0.194 2.304
C 6.545 -4.607 -6.513
C 0.626 -3.348 -1.115
C -1.416 0.294 3.045
C 3.280 -1.992 -6.467
C 8.181 1.772 -2.250
C 6.458 -0.068 1.005
C -3.877 -0.303 7.319
C -3.226 -0.890 -2.374
C 5.530 -2.546 -2.077
C -9.090 3.753 7.495
C 2.272 -2.746 -3.285
C -7.906 3.654 6.754
C -3.789 1.025 3.259
C -4.988 0.334 6.767
C -9.003 4.672 4.857
C -2.509 1.320 1.145
C -4.334 -0.170 -3.375
C -7.863 4.119 5.439
C -12.632 4.229 9.891
C -1.285 -2.751 -3.035
C -2.549 0.870 2.471
C -2.690 -0.044 5.223
C 4.843 -0.100 0.683
C -11.481 4.035 9.115
C -11.463 4.485 7.709
C -0.189 0.659 0.989
C -9.131 3.243 8.880
B 5.809 -3.513 -4.442
H -13.505 4.723 9.467
H -1.674 -3.854 -3.271
H 4.434 0.977 0.893
H 7.992 2.028 -1.096
H 5.688 -3.716 -1.885
H 6.928 -2.289 -6.943
H 3.146 -3.030 -5.965
H 2.274 -4.663 -1.956
H 7.397 -3.465 -8.341
H -1.862 -0.986 6.989
H 7.091 0.579 0.263
H -3.393 1.758 0.686
H -4.778 -0.442 -5.890
H 6.604 -2.091 -2.106
H -3.027 -0.749 -1.226
H 6.688 0.229 2.132
H 9.193 1.139 -2.225
H 3.683 -3.394 -8.349
H 3.567 -2.522 -0.825
H 7.256 3.700 -3.054
H 0.661 -0.242 2.750
H -2.563 -2.426 -5.656
H -3.903 -0.648 8.350
H -5.831 1.263 5.017
H 7.014 1.504 -7.242
H 7.305 -5.385 -6.021
H 3.371 -1.573 -8.725
H 2.175 -1.614 -6.721
H 4.512 -0.255 -3.547
H -1.704 -3.206 -0.739
H 4.312 -0.813 1.479
H 8.922 3.994 -2.223
H -5.880 0.491 7.370
H 7.692 -2.886 -3.822
H 5.933 1.651 -2.540
H -13.555 3.951 11.820
H 1.710 -2.821 -4.341
H -5.106 0.654 -3.017
H -11.577 2.812 12.800
H -11.067 5.218 5.136
H 8.846 3.217 -4.029
H 4.146 3.187 -5.253
H -8.972 5.026 3.829
H 0.395 -4.308 -0.438
H 6.730 0.060 -1.943
H 1.254 -2.649 -0.377
H 6.831 -1.197 0.904
H 5.070 -2.020 -8.047
H -0.820 -1.587 -1.134
H -6.940 4.047 4.868
H 8.473 -3.352 -6.760
H 6.078 -5.208 -7.435
H -7.013 3.218 7.200
H -9.536 2.474 11.439
H 5.164 -2.393 0.168
H -1.298 1.566 -0.621
H 1.229 -0.261 -3.657
H -0.447 -2.407 -3.775
H 4.794 -0.321 -6.462
H 0.734 0.587 0.418
H 0.786 -4.604 -3.102


(3)
26
Properties=species:S:1:pos:R:3 method="wB97M-V/def2-TZVPD" homo_lumo_gap_ha=0.3259 homo_energy_ev=-11.788 e_above_lowest_kj_mol=353.2 charge=+1 largest_force_ha_per_bohr=0.08936
O 1.893 -1.883 -0.229
O -1.415 1.270 1.071
N 0.991 -0.015 0.424
N -3.456 0.576 0.250
C -1.268 -0.621 -2.008
C -0.148 -1.969 1.178
C 2.003 0.623 -0.398
C -2.110 0.603 0.063
C -1.588 -0.286 -0.779
C 2.670 1.855 0.241
C 0.880 -1.325 0.442
H -0.176 -3.016 1.162
H -3.813 1.405 0.715
H 0.443 0.528 1.065
H -3.912 0.486 -0.607
H 2.169 1.885 1.164
H -1.486 -0.001 -3.019
H 2.882 -0.132 -0.499
H -1.966 1.998 1.527
H 1.621 0.894 -1.427
H -0.284 -1.559 2.169
H 2.494 2.736 -0.355
H -0.808 -1.453 -2.344
H -1.062 -1.543 0.504
H 3.730 1.794 0.246
H 1.715 -2.850 -0.556